{
  "formula": "C31H30B2F2MnN6OPS",
  "method": "ωB97M-V/def2-TZVPD",
  "orbital_gap_ha": [0.187, 0.275],
  "charge": -1,
  "energy_ev": -101859.1289,
  "homo_ev": [-2.42, -4.72],
  "s_squared": 9.236,
  "fmax_ev_per_a": 0.22,
  "relative_energy_kcal_mol": 0.00,
  "multiplicity": 6,
  "symbols": ["Mn", "S", "P", "F", "F", "O", "N", "N", "N", "N", "N", "N", "C", "C", "C", "C", "C", "C", "C", "C", "C", "C", "C", "C", "C", "C", "C", "C", "C", "C", "C", "C", "C", "C", "C", "C", "C", "C", "C", "C", "C", "C", "C", "B", "B", "H", "H", "H", "H", "H", "H", "H", "H", "H", "H", "H", "H", "H", "H", "H", "H", "H", "H", "H", "H", "H", "H", "H", "H", "H", "H", "H", "H", "H", "H"],
  "xyz": [[-1.465, 0.703, -0.550], [0.138, 1.382, -2.178], [0.556, 0.133, 0.941], [-3.048, 0.882, -3.195], [-4.239, 1.564, -1.410], [-2.202, -1.362, -1.442], [1.858, -0.459, -3.049], [-2.073, 3.241, 1.240], [-2.865, 0.269, 1.011], [-3.068, 1.066, 2.080], [-0.355, -0.677, -3.804], [-1.577, 2.832, 0.056], [-1.500, 3.906, -0.726], [0.016, -2.022, -0.594], [-1.311, -2.693, -4.816], [3.613, -2.043, -3.669], [2.898, 3.427, 1.414], [3.938, 2.082, -0.284], [-0.117, -1.957, -4.329], [-4.075, 0.582, 2.814], [1.914, 2.463, 1.572], [2.232, -2.116, 0.426], [1.177, -2.391, -4.331], [-0.745, -1.457, 4.451], [-2.309, 4.557, 1.203], [0.636, -0.050, -3.066], [1.949, 1.288, 0.817], [2.184, -1.616, -3.745], [2.435, -3.387, -0.112], [1.514, -0.074, 3.621], [2.953, 1.114, -0.132], [0.494, -0.329, 2.712], [0.220, -3.344, -1.103], [-1.952, 5.039, -0.045], [-1.103, -1.247, -0.868], [1.399, -0.495, 4.942], [1.056, -1.433, 0.195], [-4.556, -0.570, 2.213], [1.407, -3.985, -0.867], [3.918, 3.233, 0.490], [-3.768, -0.712, 1.071], [-0.634, -1.034, 3.137], [0.269, -1.180, 5.361], [-3.064, 1.123, -1.874], [-2.173, 2.284, 2.451], [-3.787, -1.454, 0.290], [-2.725, 2.863, 3.355], [-1.022, -3.661, -5.226], [3.366, -3.912, 0.058], [1.106, 2.626, 2.276], [3.787, -2.946, -4.260], [-5.363, -1.202, 2.544], [4.710, 1.942, -1.031], [-0.558, -3.806, -1.699], [-2.007, 6.052, -0.406], [2.199, -0.285, 5.642], [-1.065, 1.906, 2.747], [2.935, 0.246, -0.784], [2.862, 4.336, 2.004], [1.562, -4.977, -1.278], [-2.024, -2.856, -3.998], [2.403, 0.457, 3.305], [4.685, 3.988, 0.363], [-1.633, -1.993, 4.768], [-1.428, -1.250, 2.435], [-1.304, -0.403, -3.597], [1.411, -3.359, -4.758], [3.903, -2.253, -2.632], [4.286, -1.259, -4.035], [-4.371, 1.089, 3.718], [-2.706, 5.058, 2.072], [0.177, -1.500, 6.393], [-1.843, -2.132, -5.594], [-1.129, 3.808, -1.735], [3.005, -1.660, 1.036]],
  "mulliken_charge": [0.3994, -0.5628, 1.7094, -0.2511, -0.2389, -0.6890, -0.2386, -0.6008, 0.8679, -0.3537, -0.0679, 0.9430, -0.4610, -0.2622, -1.5421, -1.3473, -0.6936, -0.7052, 0.7653, -0.1322, -0.2918, 0.1675, -0.6445, -0.8199, -0.2341, 0.3027, 0.0757, 0.4884, -1.1614, -0.6214, -0.4681, 0.6406, -0.4404, -1.2600, 0.4934, -0.6350, 0.2045, -1.2993, -0.4762, -0.6559, -0.5513, -0.4069, -0.5605, 0.4458, 0.1359, 0.5402, -0.2140, 0.3814, 0.3858, 0.3902, 0.4044, 0.4330, 0.4486, 0.4360, 0.3980, 0.3989, -0.1068, 0.1612, 0.4199, 0.3899, 0.2429, 0.3878, 0.3610, 0.4288, 0.2595, 0.1666, 0.2857, 0.2066, 0.3014, 0.4652, 0.4379, 0.3684, 0.3672, 0.4804, 0.4072]
}

{
  "formula": "C31H30BClN8O7TeTi",
  "method": "ωB97M-V/def2-TZVPD",
  "orbital_gap_ha": [0.270, 0.272],
  "charge": -1,
  "energy_ev": -102504.6071,
  "homo_ev": [-5.13, -5.19],
  "s_squared": 0.752,
  "fmax_ev_per_a": 0.78,
  "relative_energy_kcal_mol": 0.00,
  "multiplicity": 2,
  "symbols": ["Te", "Ti", "Cl", "O", "O", "O", "O", "O", "O", "O", "N", "N", "N", "N", "N", "N", "N", "N", "C", "C", "C", "C", "C", "C", "C", "C", "C", "C", "C", "C", "C", "C", "C", "C", "C", "C", "C", "C", "C", "C", "C", "C", "C", "C", "C", "C", "C", "C", "C", "B", "H", "H", "H", "H", "H", "H", "H", "H", "H", "H", "H", "H", "H", "H", "H", "H", "H", "H", "H", "H", "H", "H", "H", "H", "H", "H", "H", "H", "H", "H"],
  "xyz": [[3.085, 0.516, 0.331], [-0.570, -1.156, -0.047], [-2.412, -2.094, -4.490], [1.060, -1.779, -3.203], [-0.812, -1.530, -1.979], [2.362, -6.512, -0.100], [-0.865, -3.047, 0.611], [3.621, -3.858, -0.454], [-0.472, -6.092, 0.586], [1.358, -1.836, -0.060], [-3.225, -0.033, 1.145], [-1.241, 0.554, 2.548], [-1.581, 1.732, 0.344], [-0.814, 0.996, -0.490], [-2.773, -1.004, 0.308], [-0.418, -0.438, 2.101], [-3.149, 2.250, 2.183], [-2.656, 3.109, 3.108], [0.523, 1.297, -2.536], [-3.745, -1.899, 0.170], [5.826, 1.028, -4.198], [5.742, 2.575, -2.367], [0.341, -5.222, 0.349], [-4.846, -1.517, 0.951], [-0.335, 1.808, -1.431], [1.292, -1.959, 3.047], [4.461, 2.063, -0.254], [-3.271, 5.255, 4.118], [5.033, 0.148, -3.480], [-4.295, 2.741, 1.653], [4.943, 1.696, -1.638], [-3.510, 4.116, 3.181], [-0.792, 3.110, -1.188], [4.586, 0.468, -2.199], [1.360, -3.129, -0.015], [2.454, -4.073, -0.208], [0.178, -3.776, 0.337], [1.813, -5.447, 0.000], [-0.912, -2.886, -3.916], [0.293, -0.857, 3.145], [-4.464, -0.352, 1.567], [-0.116, -1.982, -2.973], [-1.047, 0.742, 3.863], [-0.070, -0.130, 4.285], [-3.597, -3.109, -0.687], [-1.575, 3.015, -0.060], [3.730, -0.502, -1.431], [-4.572, 3.934, 2.270], [6.184, 2.248, -3.638], [-2.294, 1.128, 1.580], [-4.811, 2.223, 0.862], [-4.575, -3.436, -1.039], [-4.985, 0.272, 2.272], [0.336, -0.235, 5.276], [1.120, 2.103, -2.961], [5.295, 2.132, 0.444], [-1.597, 1.502, 4.385], [-5.417, 4.580, 2.097], [-5.784, -2.036, 1.052], [6.801, 2.944, -4.194], [-4.213, 5.712, 4.422], [-0.095, 0.867, -3.327], [-0.570, 3.992, -1.764], [0.807, -2.890, 2.752], [-1.212, -3.792, -3.393], [1.195, 0.516, -2.187], [4.744, -0.802, -3.913], [2.849, -0.812, -1.995], [-2.748, 4.912, 5.009], [2.062, -1.728, 2.312], [-2.964, -2.889, -1.545], [-2.661, 6.029, 3.649], [4.273, -1.406, -1.160], [6.161, 0.766, -5.193], [-3.128, -3.915, -0.120], [6.015, 3.529, -1.929], [-2.115, 3.766, 0.491], [-0.315, -3.129, -4.787], [1.766, -2.112, 4.015], [3.948, 3.024, -0.269]],
  "mulliken_charge": [0.1915, -0.1479, -0.2444, -0.5661, 0.2000, -0.6036, -0.6103, -0.6606, -0.6727, 0.0912, 0.6525, 0.2771, 0.6329, 1.0635, 0.0026, 0.8499, 0.7259, -1.1204, -0.8713, 0.7498, -0.5732, -0.6272, -0.0626, -1.7637, 0.3036, -0.8101, -1.0913, -1.2867, -0.6709, -0.3834, 0.4321, 0.7362, -1.8553, 0.3486, 0.4868, -0.1198, 0.3954, 0.2521, -0.5902, 0.4671, -0.0699, 0.1717, 0.1349, -1.9363, -1.1531, 0.1140, -0.3452, -1.2229, -0.5017, 0.1193, 0.6045, 0.4474, 0.6458, 0.4502, 0.3978, 0.4171, 0.5897, 0.4037, 0.4519, 0.3778, 0.3625, 0.1564, 0.4728, 0.0770, 0.2025, -0.1550, 0.4769, -0.1942, 0.3465, 0.0378, -0.0431, 0.2283, 0.6818, 0.3843, 0.1956, 0.4153, 0.3691, 0.4862, 0.4419, 0.4335]
}

{
  "formula": "C31H30CuF10N3O5Te",
  "method": "ωB97M-V/def2-TZVPD",
  "orbital_gap_ha": [0.234, 0.238],
  "charge": -1,
  "energy_ev": -126448.9173,
  "homo_ev": [-5.09, -5.20],
  "s_squared": 0.756,
  "fmax_ev_per_a": 3.37,
  "relative_energy_kcal_mol": 12.04,
  "multiplicity": 2,
  "symbols": ["Te", "Cu", "F", "F", "F", "F", "F", "F", "F", "F", "F", "F", "O", "O", "O", "O", "O", "N", "N", "N", "C", "C", "C", "C", "C", "C", "C", "C", "C", "C", "C", "C", "C", "C", "C", "C", "C", "C", "C", "C", "C", "C", "C", "C", "C", "C", "C", "C", "C", "C", "C", "H", "H", "H", "H", "H", "H", "H", "H", "H", "H", "H", "H", "H", "H", "H", "H", "H", "H", "H", "H", "H", "H", "H", "H", "H", "H", "H", "H", "H", "H"],
  "xyz": [[12.300, 16.247, 10.360], [14.699, 16.216, 11.399], [13.803, 16.559, 13.774], [12.211, 15.577, 7.106], [14.379, 20.968, 12.138], [14.223, 18.748, 5.486], [12.317, 16.979, 5.447], [13.478, 19.513, 7.382], [11.972, 17.596, 15.676], [12.566, 21.837, 13.762], [11.537, 17.576, 7.403], [15.521, 18.948, 7.201], [14.845, 14.225, 11.651], [12.626, 13.743, 11.795], [14.000, 17.043, 8.606], [16.419, 7.723, 10.992], [14.590, 7.202, 12.024], [15.337, 8.037, 11.524], [14.861, 18.039, 11.897], [16.682, 16.526, 10.632], [13.771, 20.037, 12.953], [13.408, 17.869, 13.812], [16.498, 17.970, 10.212], [10.408, 18.510, 10.993], [15.883, 10.387, 11.482], [14.964, 9.417, 11.617], [17.395, 14.346, 9.637], [13.606, 9.686, 11.741], [14.299, 18.597, 6.866], [14.187, 12.023, 11.661], [14.930, 16.234, 6.472], [12.492, 16.865, 6.772], [15.926, 18.811, 11.312], [9.961, 17.464, 11.824], [15.512, 11.685, 11.567], [14.125, 18.658, 12.872], [12.826, 20.516, 13.807], [19.055, 16.764, 11.580], [10.793, 16.201, 11.907], [13.927, 17.148, 7.285], [8.746, 17.591, 12.485], [13.238, 11.018, 11.814], [13.824, 13.482, 11.704], [8.405, 19.773, 11.521], [17.589, 16.417, 11.773], [7.998, 18.736, 12.336], [11.734, 18.329, 10.319], [17.244, 15.853, 9.417], [12.553, 18.362, 14.740], [12.272, 19.711, 14.743], [9.614, 19.653, 10.876], [16.949, 10.269, 11.478], [8.433, 16.800, 13.132], [16.785, 19.019, 12.005], [6.989, 18.721, 12.710], [12.156, 11.300, 11.811], [19.630, 16.738, 12.451], [11.482, 20.117, 15.454], [15.001, 15.237, 6.930], [17.192, 17.020, 12.578], [7.766, 20.642, 11.409], [12.834, 8.899, 11.892], [16.398, 13.866, 9.760], [10.153, 15.336, 11.949], [11.311, 16.188, 12.823], [16.584, 16.153, 8.629], [19.143, 17.731, 11.048], [19.567, 16.014, 11.000], [17.436, 15.398, 12.132], [18.049, 14.057, 10.437], [17.870, 13.939, 8.744], [17.437, 18.330, 9.857], [11.619, 18.587, 9.277], [15.709, 19.813, 10.881], [12.569, 18.903, 10.785], [14.602, 16.077, 5.477], [15.930, 16.661, 6.490], [15.844, 17.990, 9.366], [16.267, 12.464, 11.538], [9.951, 20.481, 10.205], [18.209, 16.285, 9.274]],
  "mulliken_charge": [-0.0482, -0.2980, -0.4776, -0.2775, -0.4276, -0.3375, -0.2875, -0.2386, -0.3657, -0.3544, -0.2393, -0.2463, -0.4664, -0.5907, 0.1242, -0.5854, -0.5720, 0.8883, 1.7849, 1.4813, 0.9701, -0.3877, 0.5754, 0.5112, -0.6184, 0.1972, -1.4685, -0.3629, 0.4148, 0.0644, -2.0771, 0.2648, -1.4582, 0.9113, -0.1701, -0.7552, 0.4326, -1.5693, -1.4918, 1.0999, -0.7875, -0.4326, 0.4668, -0.6591, -1.0577, -0.5605, -1.0586, -0.0582, 0.1265, -0.2579, -0.4248, 0.4217, 0.5079, 0.1389, 0.3673, 0.3655, 0.5006, 0.3238, 0.3347, 0.4922, 0.4108, 0.3802, 0.0812, 0.7444, 0.3940, -0.4361, 0.2598, 0.3227, 0.3024, 0.3964, 0.5552, 0.7499, 0.7316, 0.5633, 0.0627, 0.4616, 0.3902, -0.8704, 0.3219, 0.3591, 0.5215]
}

Question: What is the formula in the second record?
Answer: C31H30BClN8O7TeTi